[1]
DFT (ωB97M-V/def2-TZVPD) results for a cluster of 2 separate species, C4H9NO3 in total.

XYZ file:
```
17
Properties=species:S:1:pos:R:3:forces:R:3
O -0.69316 -1.21517 -0.25705 0.32 -0.34 -0.18
C -0.02744 -0.12561 -0.08993 -0.27 -0.46 0.61
N 0.48994 0.52580 -1.20897 -0.26 -0.25 -0.22
C 0.55656 1.83922 -1.47492 0.27 -0.05 -0.31
O 0.95276 2.29717 -2.56019 0.03 0.31 0.19
C 0.17256 0.43886 1.27430 0.00 0.27 -0.06
C -1.14891 0.74272 1.98411 0.07 0.85 0.03
H 0.56764 -0.07865 -2.02188 0.05 0.05 0.02
H 0.27543 2.44658 -0.60225 -0.04 0.26 -0.14
H 0.74778 1.36281 1.26465 0.06 0.24 -0.30
H 0.79595 -0.20178 1.92024 -0.20 -0.51 0.00
H -1.66809 1.57032 1.48343 0.06 -0.14 -0.19
H -1.85131 -0.08817 2.00266 0.26 -0.18 0.18
H -0.91561 1.14708 2.97534 -0.26 -0.39 0.26
H 0.60484 -4.31720 -1.64040 0.25 -0.11 -0.22
H 0.25426 -2.93198 -1.23727 0.25 0.74 -0.12
O 0.88680 -3.41200 -1.81188 -0.59 -0.29 0.45
```
Forces are in eV/Å.

Results
Total energy = -11926.611 eV
Charge = -1
Energy relative to the best compared isomer or geometry (same formula, charge and spin) = 11.7 kJ/mol
Maximum force = 0.86 eV Å⁻¹
Highest occupied orbital energy (spin up / spin down) = -0.17 / -4.70 eV
Multiplicity = 2
HOMO-LUMO gap (spin up / spin down) = 4.07 / 8.52 eV

natural (NBO) population analysis, charges in e, atoms 1 to 8: -0.831 0.404 -0.593 0.437 -0.719 -0.486 -0.603 0.395

[2]
DFT (ωB97M-V/def2-TZVPD) results for an isolated molecule of C4H9NO3 in a non-equilibrium geometry.

XYZ file:
```
17
Properties=species:S:1:pos:R:3:forces:R:3
N 0.30317 0.38509 1.59635 -0.40 0.39 0.13
C 0.51253 0.48287 0.16794 0.61 -0.03 0.19
C -0.45877 -0.31299 -0.69206 -0.36 0.07 0.26
C -1.92307 0.05381 -0.48915 0.62 0.40 0.46
O -2.40342 -0.60740 0.67688 -0.31 -0.69 -1.05
C 1.96405 0.00712 -0.16292 -0.14 -0.98 -1.41
O 2.88877 -0.14005 0.58183 -0.19 0.65 0.57
O 2.07483 -0.44726 -1.46221 -0.93 0.96 0.39
H 0.10712 -0.54530 1.93683 0.18 -0.16 -0.18
H 1.12911 0.75517 2.04804 -0.06 -0.18 0.30
H 0.36434 1.55002 -0.05068 0.54 -0.13 -0.39
H -0.19356 -0.12815 -1.73276 0.06 -0.42 0.04
H -0.34901 -1.35792 -0.38200 0.00 -0.11 -0.62
H -2.52479 -0.22611 -1.35431 -0.02 -0.23 0.10
H -1.98535 1.14887 -0.40029 -0.22 -0.15 0.10
H -2.49784 0.01540 1.37257 -0.01 0.83 0.90
H 2.99189 -0.63317 -1.65405 0.62 -0.20 0.20
```
Forces are in eV/Å.

Results
Total energy = -11926.541 eV
Energy relative to the best compared isomer or geometry (same formula, charge and spin) = 96.6 kJ/mol
Maximum force = 1.72 eV Å⁻¹
Highest occupied orbital energy = -9.60 eV
HOMO-LUMO gap = 10.32 eV

natural (NBO) population analysis, charges in e, atoms 1 to 8: -0.838 -0.148 -0.426 -0.062 -0.730 0.781 -0.585 -0.710

[3]
DFT (ωB97M-V/def2-TZVPD) results for a cluster of 2 separate species, C4H9NO3 in total in a non-equilibrium geometry.

XYZ file:
```
17
Properties=species:S:1:pos:R:3:forces:R:3
N -0.47744 2.03911 -0.27365 0.18 0.17 -0.09
C -1.26845 0.93018 -0.55390 0.47 -0.95 -0.31
C -0.87406 -0.07740 -1.35103 -0.88 0.99 -0.22
O 0.24330 0.06607 -2.16198 -0.06 0.02 0.29
H 0.26515 2.15454 -0.95157 -0.13 0.29 0.07
H -0.98939 2.88535 -0.06954 0.17 -0.06 -0.13
H -2.16828 0.82866 0.03098 -0.13 -0.07 -0.06
H -1.53332 -0.90708 -1.56115 0.14 -0.15 0.18
H 0.48719 -0.79702 -2.50802 0.02 -0.01 0.04
O 0.88506 -2.15872 -0.02249 -0.12 0.56 -0.34
C 1.23578 -1.05051 0.31213 0.81 -0.51 2.20
C 0.74466 -0.42994 1.63729 -0.37 0.00 -1.00
O -0.28016 -1.19796 2.19626 -0.17 -0.22 -0.04
H 2.12698 -0.54822 -0.09808 -0.30 0.12 -0.60
H 1.59827 -0.36703 2.32482 0.16 -0.08 -0.18
H 0.40030 0.59684 1.43877 0.15 -0.20 0.06
H -0.39559 -1.96690 1.61116 0.06 0.13 0.14
```
Forces are in eV/Å.

Results
Total energy = -11924.968 eV
Energy relative to the best compared isomer or geometry (same formula, charge and spin) = 248.3 kJ/mol
Maximum force = 2.40 eV Å⁻¹
Highest occupied orbital energy = -7.99 eV
HOMO-LUMO gap = 8.78 eV

natural (NBO) population analysis, charges in e, atoms 1 to 8: -0.837 -0.089 0.011 -0.722 0.386 0.383 0.209 0.186

[4]
DFT (ωB97M-V/def2-TZVPD) results for a cluster of 2 separate species, C4H9NO3 in total in a non-equilibrium geometry.

XYZ file:
```
17
Properties=species:S:1:pos:R:3:forces:R:3
C 2.92424 -1.16250 -0.28631 -0.43 0.01 -0.53
C 1.50049 -1.28825 0.21604 0.88 0.52 0.66
O 0.75072 -2.16960 -0.06333 -0.80 -0.37 -0.33
O 1.22761 -0.27646 1.06588 0.31 0.74 0.06
H 3.30764 -0.16054 -0.12911 0.07 -0.02 0.10
H 2.86766 -1.36507 -1.35792 0.18 -0.02 0.05
H 3.58782 -1.90200 0.15202 -0.10 -0.07 0.17
H 0.29706 -0.05294 1.21288 -0.10 -0.72 -0.22
C -1.55961 1.89027 -0.61159 -0.33 -0.08 0.27
N -1.60247 0.47002 -0.29865 0.13 0.25 0.19
C -2.24326 -0.04646 0.78789 -0.44 0.17 -0.43
O -2.90927 0.60467 1.56070 0.33 0.01 0.25
H -2.51188 2.35167 -0.35350 0.04 0.09 0.00
H -1.36970 2.02475 -1.67123 0.00 -0.05 -0.07
H -0.76281 2.37952 -0.05237 -0.02 0.07 0.03
H -1.41145 -0.16145 -1.04357 0.38 -0.52 -0.21
H -2.09278 -1.13563 0.87218 -0.11 0.00 0.02
```
Forces are in eV/Å.

Results
Total energy = -11926.941 eV
Energy relative to the best compared isomer or geometry (same formula, charge and spin) = 57.9 kJ/mol
Maximum force = 1.22 eV Å⁻¹
Highest occupied orbital energy = -10.13 eV
HOMO-LUMO gap = 10.75 eV

natural (NBO) population analysis, charges in e, atoms 1 to 8: -0.728 0.805 -0.590 -0.709 0.232 0.237 0.245 0.505

[5]
DFT (ωB97M-V/def2-TZVPD) results for an isolated molecule of C4H9NO3 in a non-equilibrium geometry.

XYZ file:
```
17
Properties=species:S:1:pos:R:3:forces:R:3
C 1.26391 -0.87876 0.16714 1.59 -4.21 0.84
C 0.33908 0.07587 0.89192 0.36 1.68 -1.39
C 0.84614 1.52134 0.62656 0.54 0.71 0.29
O 0.26336 2.08201 -0.56802 0.33 1.50 2.60
N -1.04639 0.04896 0.33179 0.91 -2.83 -1.47
C -1.34773 -0.89301 -0.66513 -3.01 -1.82 1.67
O -0.94738 -2.00271 -0.91485 0.88 0.44 0.10
O -2.58862 -0.55080 -1.16202 0.20 2.24 -0.08
H 2.35905 -0.83113 0.00711 -0.33 1.76 0.80
H 1.32299 -1.90793 0.71141 -0.70 1.55 -0.68
H 0.98531 -1.22081 -0.80413 -0.67 0.28 -0.59
H 0.37135 -0.14718 1.96158 -0.41 0.15 -0.16
H 1.96801 1.46209 0.52761 -1.07 0.32 0.22
H 0.57372 2.21907 1.44674 0.19 -0.43 -0.52
H 0.36800 1.43509 -1.20993 0.33 -1.72 -2.25
H -1.53487 0.85289 -0.01369 0.36 1.19 0.82
H -3.19593 -1.26499 -1.33409 0.48 -0.82 -0.19
```
Forces are in eV/Å.

Results
Total energy = -11925.455 eV
Energy relative to the best compared isomer or geometry (same formula, charge and spin) = 201.3 kJ/mol
Maximum force = 4.57 eV Å⁻¹
Highest occupied orbital energy = -10.22 eV
HOMO-LUMO gap = 10.88 eV

natural (NBO) population analysis, charges in e, atoms 1 to 8: -0.692 -0.084 -0.072 -0.708 -0.628 0.874 -0.620 -0.749

[6]
DFT (ωB97M-V/def2-TZVPD) results for a cluster of 2 separate species, C4H9NO3 in total in a non-equilibrium geometry.

XYZ file:
```
17
Properties=species:S:1:pos:R:3:forces:R:3
C 1.62924 -0.74212 1.05148 2.05 0.47 1.30
C 0.65745 -1.22618 0.06453 -1.23 -1.42 -1.65
O 0.51400 -2.41276 -0.17040 0.17 -0.05 0.24
N -0.07225 -0.32922 -0.69477 0.16 2.53 1.13
C -0.22561 1.07921 -0.26913 0.55 -0.13 0.21
C 0.88305 1.95695 -0.84593 -0.66 -0.27 0.11
O 1.95989 2.07233 -0.33617 0.19 0.19 -0.10
H 1.31258 -0.01134 1.78945 -0.39 0.18 -0.18
H 2.10770 -1.54143 1.62318 -0.79 -0.44 -0.18
H 2.53352 -0.31321 0.60481 -0.49 0.36 -0.49
H -0.79738 -0.54671 -1.34980 0.09 -1.28 -0.03
H -1.18720 1.47113 -0.58752 -0.16 -0.17 -0.21
H -0.19860 1.17210 0.81636 0.07 -0.06 0.05
H 0.58618 2.47241 -1.77742 0.37 0.12 -0.17
O -3.26225 -0.79742 -0.24011 0.24 0.95 -0.72
H -3.90118 -1.47915 -0.06536 -0.04 -0.48 0.41
H -2.53913 -0.82458 0.38680 -0.12 -0.47 0.29
```
Forces are in eV/Å.

Results
Total energy = -11925.979 eV
Energy relative to the best compared isomer or geometry (same formula, charge and spin) = 150.7 kJ/mol
Maximum force = 2.78 eV Å⁻¹
Highest occupied orbital energy = -9.58 eV
HOMO-LUMO gap = 10.11 eV

natural (NBO) population analysis, charges in e, atoms 1 to 8: -0.743 0.665 -0.594 -0.628 -0.339 0.441 -0.502 0.231